# 1
67
Properties=species:S:1:pos:R:3 method="wB97M-V/def2-TZVPD" e_homo_ev="-6.7 / -6.7" fmax_ha_per_bohr=0.0124 total_energy_ev=-86168.93175 multiplicity=3 s_squared=2.008 charge=0 lumo_energy_ev="-0.194 / -0.181"
H 1.869 2.161 -0.818
H -0.668 4.426 0.053
H 2.759 0.519 2.867
C 1.646 3.279 1.008
C -1.278 2.450 -0.331
H -1.854 0.980 2.535
C -2.651 4.598 -0.552
H 5.019 -2.450 -2.258
C 3.939 -2.458 -2.144
H -5.233 2.803 -1.808
N -0.073 1.919 -0.214
C 1.892 -3.462 -3.037
C 3.266 -3.278 -3.026
C 0.924 -2.983 -2.177
C 0.598 -1.179 4.480
H -1.614 -2.844 -1.429
H -1.059 -3.757 -0.038
C -0.197 -0.292 6.693
C -1.277 -2.743 -0.392
C -1.520 3.844 -0.275
N -0.335 -0.397 2.438
N -2.037 0.235 -0.036
C 3.092 0.373 0.753
C -2.439 -2.162 0.414
C -2.377 1.439 -0.432
H -2.127 -2.017 1.450
F 0.414 0.832 7.092
C -1.166 0.384 3.126
H 0.752 1.698 2.115
C -3.627 1.719 -1.051
H -2.533 5.663 -0.376
H 4.267 -1.049 -0.681
H -3.253 -1.030 -1.201
H 1.003 4.088 1.367
C 1.103 2.763 -0.328
H -3.249 -2.894 0.416
F -1.428 -0.292 7.222
C -3.880 4.218 -1.060
C -0.256 -0.358 5.187
C 3.474 -1.601 -1.156
C 0.524 -1.164 3.096
H 3.798 1.742 2.176
H -0.071 -3.336 -2.407
H 1.309 -1.815 4.986
C 2.177 -1.309 -0.661
Ni -0.065 -0.033 0.375
H 3.852 -3.812 -3.763
H 1.171 -1.779 2.482
C -2.992 -0.854 -0.148
N -0.071 -1.941 -0.257
H -4.181 0.837 -1.342
C 0.972 -2.129 -1.043
C -4.264 2.912 -1.330
C 1.711 2.214 2.100
H 3.521 1.004 -0.038
F 0.474 -1.327 7.209
C -1.163 0.436 4.507
C 2.858 1.204 2.016
H -3.928 -0.591 0.361
H -1.850 1.082 5.037
H 3.885 -0.325 1.030
H 1.512 -4.101 -3.828
H 1.801 2.709 3.071
H 0.902 3.609 -0.990
H -4.593 5.003 -1.279
H 2.634 3.719 0.836
N 1.947 -0.367 0.250

---

# 2
9
Properties=species:S:1:pos:R:3 method="wB97M-V/def2-TZVPD" e_homo_ev=-10.7 fmax_ha_per_bohr=0.0202 total_energy_ev=-7731.18810 smiles=N#CC#CCO charge=0 e_above_lowest_kj_mol=150.1 lumo_energy_ev=0.255
N -1.010 -0.407 -3.393
O 1.127 -0.484 1.298
H 1.166 -1.046 0.511
C -1.006 0.092 -2.347
H -0.889 -0.865 1.715
C -0.204 -0.047 1.444
H -0.219 0.691 2.248
C -0.689 0.461 0.153
C -0.912 0.511 -1.033

---

# 3
45
Properties=species:S:1:pos:R:3 method="wB97M-V/def2-TZVPD" e_homo_ev=-6.3 fmax_ha_per_bohr=0.0536 total_energy_ev=-51841.17676 charge=-1 lumo_energy_ev=2.586
O -2.907 -2.809 2.453
C -0.623 -0.300 0.210
C 0.625 -1.240 -0.161
H 2.875 -1.345 2.575
H 2.089 0.950 -3.208
O 0.348 -0.949 3.335
O -1.273 2.437 2.121
H -1.370 1.936 2.964
H -2.942 -2.401 -1.038
H -2.591 2.708 -2.763
S -3.037 0.778 -0.800
H 1.429 -1.852 -3.880
H 2.739 -1.189 -3.444
O -0.501 3.376 -1.889
H -0.792 0.649 -1.650
O 1.774 2.390 -0.050
H -0.205 0.612 0.635
H 2.648 -0.336 1.470
O 2.058 -1.171 -4.142
H -2.979 -3.416 1.683
C -1.388 -0.085 -1.056
H -0.380 -1.275 2.788
O 1.817 -0.877 0.014
H 1.133 2.476 0.677
O 2.641 -0.415 2.465
O 3.887 -0.886 -1.922
H -1.473 -2.732 -0.489
H 1.924 2.143 -2.383
H -2.105 -0.189 4.053
H -0.690 0.162 3.817
H -1.349 -0.929 -1.735
O 0.290 -2.360 -0.583
H 1.893 1.424 0.046
H -1.161 -0.805 0.994
H -0.642 3.395 -0.933
H -1.952 2.024 1.576
S -3.583 1.854 -2.392
H 0.216 2.711 -1.979
O 1.759 1.857 -3.293
H 4.514 -0.257 -1.562
H -3.102 -1.890 2.275
O -1.560 0.602 4.126
H 1.014 -0.615 2.669
H 3.364 -1.248 -1.186
O -2.431 -2.915 -0.409

---

# 4
18
Properties=species:S:1:pos:R:3 method="wB97M-V/def2-TZVPD" e_homo_ev=-13.5 fmax_ha_per_bohr=0.0577 total_energy_ev=-76887.51533 smiles=C[C@@]1(C[NH3+])C[C@@H]1Br charge=+1 e_above_lowest_kj_mol=191.8 lumo_energy_ev=-3.477
H 1.865 0.184 -0.604
H -0.889 -0.737 2.424
H 1.190 -1.346 -0.663
C 0.885 -0.266 -0.707
H -0.132 -1.927 1.375
N 0.294 0.016 -2.072
H 0.503 1.064 -2.141
C -1.287 0.937 0.318
C -0.069 -0.852 1.621
H -1.739 1.361 -0.665
H 0.958 -0.837 2.158
C -0.027 0.148 0.455
H 0.815 -0.545 -2.821
C -0.102 1.782 0.838
H 0.038 2.278 1.818
H -2.151 0.523 0.955
H -0.691 -0.210 -2.017
Br 0.609 2.868 -0.568

---

# 5
10
Properties=species:S:1:pos:R:3 method="wB97M-V/def2-TZVPD" e_homo_ev=-8.9 fmax_ha_per_bohr=0.0116 total_energy_ev=-8202.60566 smiles=Oc1ccn[nH]1 charge=0 e_above_lowest_kj_mol=123.5 lumo_energy_ev=0.674
C 0.224 0.233 0.661
H -0.388 -1.368 -2.082
C 0.736 -0.532 -0.350
N -1.046 0.556 0.328
N -1.424 -0.036 -0.835
C -0.353 -0.708 -1.225
O 0.798 0.503 1.854
H 1.774 -0.823 -0.408
H 1.441 -0.217 1.958
H -1.708 1.137 0.821

---

# 6
20
Properties=species:S:1:pos:R:3 method="wB97M-V/def2-TZVPD" e_homo_ev=-9.0 fmax_ha_per_bohr=0.0396 total_energy_ev=-10404.97795 charge=0 e_above_lowest_kj_mol=332.5 lumo_energy_ev=0.920
H 1.710 -0.613 1.201
N -1.491 -1.186 1.601
N -0.589 1.228 -0.104
H 0.119 -0.382 -2.423
H -1.369 -1.841 2.372
H 1.194 -2.258 0.826
C -0.443 2.137 -1.213
C -0.415 -0.857 1.009
H -1.326 2.015 -1.842
H 0.968 -1.611 2.457
H -0.431 3.154 -0.822
H 1.393 -0.418 -1.191
O 0.590 1.401 0.836
H 0.200 1.757 1.646
H -1.631 -0.402 -0.688
H 0.463 1.990 -1.810
H 0.333 -1.821 -1.442
C 0.948 -1.363 1.396
C 0.379 -0.734 -1.426
C -0.602 -0.197 -0.384

---

# 7
265
Properties=species:S:1:pos:R:3 method="wB97M-V/def2-TZVPD" e_homo_ev=-6.6 fmax_ha_per_bohr=0.3089 total_energy_ev=-128410.44072 charge=0 e_above_lowest_kj_mol=7120.8 lumo_energy_ev=0.497
O -9.500 -18.334 7.568
C -0.304 -10.237 2.554
H -0.322 -12.528 2.407
H -4.185 -5.181 4.865
H -12.025 -17.288 2.051
H -13.091 -12.798 4.227
C -6.411 -16.116 1.687
C -2.196 -13.544 3.922
H -11.148 -14.504 0.827
C -12.843 -14.306 -0.163
H -8.955 -18.647 -1.845
N -11.062 -16.047 6.379
O -6.972 -8.274 0.722
H -1.832 -10.902 4.293
O -8.539 -16.548 -1.237
H -9.940 -13.710 -3.873
H -0.025 -9.529 -0.061
C -10.379 -16.663 1.152
H -4.608 -8.680 4.268
H -7.230 -10.277 0.953
C -7.153 -8.236 -0.683
C -11.687 -10.435 1.284
H -14.265 -11.901 -4.414
H 0.107 -10.261 3.563
H -10.859 -19.432 0.534
H -8.916 -11.874 6.347
H -12.678 -13.628 -7.845
H -2.084 -13.712 4.993
H -10.055 -13.770 2.840
H -11.149 -15.904 3.101
H -14.246 -11.337 -0.360
H -6.871 -15.136 1.816
C -14.029 -20.218 3.441
N -7.406 -8.529 3.759
H -11.330 -15.833 -0.943
H -9.391 -11.389 -2.896
C -9.295 -16.504 4.779
H -15.944 -12.451 -4.122
H -14.861 -14.148 -5.849
H -12.495 -11.416 -0.380
C -7.857 -12.636 2.761
H -13.158 -12.377 -6.658
C -11.398 -19.006 1.380
H -9.069 -10.913 2.337
C -6.689 -14.674 5.894
H -8.040 -14.662 3.312
H -10.594 -11.461 6.990
H -10.707 -19.065 2.221
H -10.012 -17.366 -2.429
O -5.292 -6.745 4.757
C -8.171 -16.252 7.386
C -12.434 -17.157 -2.285
H -11.588 -18.404 7.296
H -11.827 -13.314 4.512
N -10.024 -8.992 7.496
H -10.157 -11.827 4.775
C -4.717 -10.374 -1.270
O -9.430 -16.905 3.380
C -9.218 -19.724 7.810
H -9.136 -15.453 5.020
C -2.839 -14.738 3.247
H -11.063 -12.810 0.152
C -11.177 -14.619 6.188
H -9.681 -15.071 2.393
C -9.718 -9.656 5.273
H -13.860 -13.695 -2.870
H -10.275 -14.276 -1.959
H -13.260 -16.531 -2.622
H -8.806 -12.511 5.664
H -11.129 -18.284 9.022
H -15.608 -10.709 -4.056
C -9.716 -12.046 -2.090
H -8.133 -10.643 -2.703
H -12.357 -12.126 -4.778
H -12.801 -10.662 3.196
H -7.948 -13.625 3.211
H -2.791 -12.942 1.902
C -7.562 -9.340 1.401
H -13.702 -14.761 0.330
H -10.344 -9.719 2.614
H -13.716 -13.789 2.729
C -9.186 -9.875 6.650
H -10.225 -16.200 5.835
H -12.500 -17.306 0.758
H -8.394 -16.973 6.600
H -9.916 -20.329 7.231
H -5.693 -10.859 -1.258
O -9.271 -14.018 -0.148
C -9.564 -14.800 -1.321
C -14.316 -13.123 -2.062
H -12.546 -15.066 -0.885
C -2.157 -10.234 5.091
H -10.663 -10.445 1.658
C -14.561 -15.653 -8.671
H -6.581 -17.281 -1.187
H -4.262 -12.855 4.367
H -6.626 -13.817 3.523
C -6.452 -12.149 2.541
C -14.391 -14.211 -6.831
H -5.783 -14.069 5.848
H -12.024 -16.288 8.232
H -12.311 -12.676 -1.389
H -9.290 -11.438 8.105
O -8.984 -10.408 4.287
H -3.681 -15.085 3.847
H -7.312 -10.471 3.283
H -3.972 -11.664 3.041
H -3.228 -6.689 4.853
H -4.208 -10.802 -2.134
H -8.205 -19.953 7.481
H -6.783 -15.629 -0.962
H -11.579 -14.870 4.058
C -5.202 -8.175 5.030
C -7.563 -11.476 -2.292
H -6.387 -11.226 1.965
O -8.013 -10.746 -0.082
C -7.255 -16.576 -0.700
N -1.397 -11.765 0.808
O -6.697 -15.547 4.789
O -10.981 -12.690 -2.349
O -14.729 -11.822 -2.527
H -4.307 -10.065 4.938
N -11.597 -11.145 -0.005
H -8.578 -12.927 0.980
H -8.213 -8.224 -0.940
H -2.897 -11.225 2.257
H -11.187 -14.525 -3.328
C -4.523 -11.880 3.956
C -9.005 -17.582 -2.074
H -7.697 -12.303 -2.988
H -11.195 -12.034 0.255
H -14.733 -16.676 -9.005
C -7.304 -16.946 0.802
O -12.165 -12.506 2.374
H -1.470 -10.891 0.309
H -2.506 -14.578 1.294
C -10.962 -13.485 -3.566
H -12.131 -14.075 3.438
H -5.861 -9.709 2.709
H -15.027 -20.198 3.004
H -8.429 -17.511 -2.997
H -8.088 -12.001 3.617
H -15.397 -14.990 -8.892
C -10.516 -13.653 0.574
H -3.558 -12.471 -0.390
H -7.484 -12.546 -0.458
H -12.663 -14.795 -5.647
H -8.906 -12.758 -1.929
H -8.649 -9.262 1.387
C -10.858 -18.009 8.002
C -6.942 -9.583 2.773
C -9.782 -10.534 3.070
H -8.142 -9.564 6.690
N -13.787 -12.085 0.139
H -12.548 -20.922 1.583
O 0.677 -9.453 1.841
H -11.636 -16.936 -2.995
H -9.086 -12.250 -1.024
H -10.316 -16.023 8.349
H -13.241 -19.479 0.803
C -12.617 -11.129 2.228
H -12.864 -18.139 -2.486
C -10.173 -13.106 1.984
H -1.460 -10.348 5.922
N -6.555 -14.545 8.234
C -2.728 -11.948 1.459
N -12.060 -14.008 -5.837
H -12.001 -14.184 0.518
H -8.624 -12.187 3.967
H -8.985 -15.539 7.253
N -8.898 -12.422 1.793
H -7.858 -18.526 1.818
C -11.093 -14.106 4.665
H -8.434 -17.007 5.222
H -6.534 -15.493 2.808
H -5.416 -15.911 1.292
H -4.774 -12.009 0.779
H -8.629 -10.895 0.639
H -6.675 -9.134 -1.074
O -12.871 -16.736 0.081
N -11.580 -17.539 1.179
H -10.190 -16.889 5.267
H -10.553 -15.967 0.331
H -10.872 -12.394 2.422
H -11.093 -17.557 -0.690
H -13.097 -8.894 0.560
H -12.152 -8.441 1.964
H -6.743 -7.343 -1.153
C -12.096 -13.165 -4.576
H -4.903 -9.385 -1.687
H 1.096 -8.248 0.318
H -3.897 -6.147 3.395
H -6.519 -11.183 -2.177
C -9.336 -12.541 4.712
H -10.282 -8.137 7.025
H -2.184 -15.602 3.139
C -6.663 -8.778 4.982
O -14.464 -15.553 -7.332
H -0.587 -8.135 0.898
C -6.992 -14.843 3.553
C -12.105 -8.961 1.007
C -3.579 -10.602 5.546
H -8.294 -16.683 1.176
H -6.642 -9.838 5.234
C -3.808 -11.723 0.363
O -5.933 -11.814 3.886
C -13.241 -13.002 -0.922
H -8.791 -14.924 -2.079
H -1.405 -8.561 4.194
H -9.690 -8.731 8.412
H -3.887 -11.637 5.698
C -4.115 -6.191 4.462
O -2.234 -8.824 4.600
H -10.340 -11.437 3.315
H -5.837 -12.849 1.975
O -3.182 -14.411 1.954
H -13.691 -21.255 3.426
H -9.483 -17.237 0.916
H -15.014 -13.560 -7.444
H -7.573 -14.070 5.689
H -5.686 -14.033 8.293
H -14.487 -12.568 0.685
H -9.743 -8.607 4.979
H -7.426 -18.786 0.291
C 0.249 -8.810 0.711
C -9.518 -11.296 7.048
H -12.978 -13.554 -4.068
H -13.642 -11.156 1.859
H -1.264 -13.210 3.464
H -10.054 -15.758 -1.149
H -13.715 -15.304 -9.263
C -0.310 -11.642 1.773
N -7.151 -18.302 1.133
H -9.887 -11.337 -1.280
H -4.069 -11.194 4.672
H -6.931 -7.666 3.534
C -12.687 -19.844 1.668
C -6.774 -15.492 7.149
H -15.148 -13.734 -1.712
H -6.507 -15.075 9.092
H -10.412 -14.031 6.695
C -13.080 -13.447 -6.848
H -9.279 -19.951 8.875
O -3.921 -10.342 -0.069
H -3.806 -10.187 6.528
C -11.073 -16.546 7.764
C -15.192 -11.701 -3.877
H -2.913 -12.728 3.834
H -4.652 -8.426 5.937
O -9.794 -13.798 4.200
C -8.096 -11.797 -0.961
H -11.355 -8.430 0.421
H 0.588 -11.745 1.164
H -10.773 -9.925 5.330
H -1.286 -9.794 2.724
C -10.234 -16.002 2.518
H -6.277 -16.565 2.671
H -8.077 -16.818 8.313
H -7.160 -8.453 5.895
H -5.960 -16.209 7.049
C -12.906 -13.322 3.290
H -14.040 -19.870 4.474
O -13.255 -19.310 2.784
C -11.844 -16.794 -0.893
H -12.191 -14.344 6.477